Below is a structure of composition C11H23BrNO2P2Ti at a distorted geometry, with properties calculated with ωB97M-V/def2-TZVPD.

```
41
C11H23BrNO2P2Ti, DFT ωB97M-V/def2-TZVPD
C 1.65 2.08 -2.04
H -0.21 -2.83 0.94
H -4.12 1.72 1.92
H 3.69 0.50 2.82
H -4.72 -0.51 0.19
H 3.38 -2.78 0.37
C 2.79 0.99 -0.08
H -1.96 -1.04 1.81
H 3.05 1.82 0.61
H -2.04 -3.82 -2.98
H -3.05 1.11 3.23
P -2.53 0.12 1.11
C 0.50 2.41 -2.76
H 4.89 -0.45 1.84
C 3.27 -1.85 -0.21
H -4.32 -1.30 1.77
C 3.87 -0.42 2.25
H -2.65 0.24 -1.24
C -0.72 1.99 -2.26
H 2.65 2.41 -2.33
N 0.34 0.91 -0.44
H -2.78 1.81 -0.54
O -0.39 -1.95 1.32
Ti 0.31 -0.24 1.29
H 3.71 -1.28 2.92
H 0.58 2.99 -3.68
H 2.54 -2.02 -1.01
C -3.94 -0.99 0.79
H -3.53 -1.87 0.27
C 1.55 1.33 -0.88
C -3.09 1.45 2.19
H -1.12 -3.04 -3.89
C -2.16 0.89 -0.54
O -1.52 -3.91 -3.79
H 4.24 -1.55 -0.63
C -0.80 1.27 -1.08
P 2.66 -0.57 0.91
Br 0.45 1.04 3.28
H 3.64 0.83 -0.76
H -2.44 2.33 2.08
H -1.65 2.22 -2.78
```

2S+1: 3
Gap between HOMO and LUMO (alpha / beta) in eV: 5.75 / 8.90
Net charge: +1
HOMO level (alpha / beta) in eV: -9.09 / -12.17
DFT total energy in eV: -129095.951

What are the Mulliken partial charges on each atom? They are as follows, in elementary charge units: -0.769 0.150 0.420 0.366 0.411 0.369 -1.118 0.172 0.394 0.305 0.386 0.938 -0.499 0.387 -1.250 0.440 -1.199 0.483 -0.696 0.467 0.341 0.503 -0.747 0.163 0.347 0.432 0.332 -1.368 0.399 0.443 -1.268 0.303 -1.169 -0.606 0.411 0.470 1.001 -0.486 0.478 0.393 0.470



Below is the molecule C9H16O2Si at a distorted geometry, with properties calculated with ωB97M-V/def2-TZVPD.

```
28
C9H16O2Si, DFT ωB97M-V/def2-TZVPD
H 2.77 -1.53 -0.27
Si -1.89 -0.26 0.15
H -1.10 -2.47 0.88
H -4.17 0.25 0.64
H -2.32 -0.77 -2.38
H -0.61 -0.42 -2.11
C 1.07 -0.26 0.47
C -0.04 2.03 0.19
C 4.26 -0.21 0.20
H -2.61 -2.21 1.37
H -0.31 0.53 1.68
H -1.93 0.93 -2.13
H 0.00 4.19 -0.34
H -3.17 1.78 0.23
H -2.35 -2.60 -0.25
H 3.20 -0.60 -1.65
C -0.17 0.50 0.65
C -0.17 3.20 0.01
H 4.24 -0.68 1.24
H 4.12 0.91 0.29
C -2.04 -2.06 0.53
H 5.23 -0.52 -0.38
O 1.90 0.28 -0.33
C 2.98 -0.54 -0.63
C -1.68 -0.13 -1.92
O 1.26 -1.32 1.10
H -3.22 1.18 1.90
C -3.20 0.79 0.84
```

Gap between HOMO and LUMO in eV: 10.43
Energy relative to the best compared isomer or geometry (same formula, charge and spin) in eV: 2.2605
HOMO level in eV: -9.60
DFT total energy in eV: -21562.348
SMILES string: C#C[C@H](C(=O)OCC)[Si](C)(C)C

What are the Mulliken partial charges on each atom? They are as follows, in elementary charge units: 0.296 0.402 0.369 0.288 0.480 0.256 0.166 -1.111 -0.966 0.428 0.291 0.270 0.485 0.277 0.443 0.550 0.718 0.107 0.235 0.235 -1.364 0.335 -0.307 -0.463 -1.146 -0.673 0.344 -0.947



Below is a structure of composition C47H39BI2N11OSn, with properties calculated with ωB97M-V/def2-TZVPD.

```
102
C47H39BI2N11OSn, DFT ωB97M-V/def2-TZVPD
H -0.79 -4.14 4.96
H 1.84 4.32 -3.32
C 3.06 2.50 2.85
H -3.94 4.04 4.30
C 2.93 -2.67 1.24
C -2.67 2.71 3.18
N 5.04 1.99 4.40
C -2.59 -1.95 -4.49
H -6.67 -0.08 1.05
N -1.21 -0.96 2.91
H 2.31 2.27 -2.79
C -2.84 5.06 2.76
H 2.72 1.33 -4.85
N 1.09 0.89 2.67
H -1.66 -2.15 -1.26
C -0.18 -0.18 -4.58
C 3.58 -0.43 0.35
H 2.94 4.73 -1.99
H -0.43 -0.41 -5.60
C -3.56 0.59 -0.05
C -1.37 3.71 1.40
H 5.67 0.32 0.16
C -0.62 -4.36 3.92
H 0.05 5.72 -0.27
N 2.44 -0.08 -0.24
H -0.46 -1.93 4.66
H -1.32 1.64 1.90
H -2.96 1.83 3.74
N 2.74 0.93 -1.10
C -1.75 2.60 2.15
H 1.60 5.80 -2.38
H -1.09 -0.05 3.35
C -0.11 -4.91 1.27
N 0.79 0.71 -2.81
C -2.60 -1.36 2.92
C -3.68 -2.81 -4.46
C -0.61 -5.67 3.47
I -1.00 -7.23 4.81
H 1.44 1.34 -6.07
N 0.91 2.72 -1.17
C 2.00 1.61 2.74
N 3.08 4.68 1.47
C 0.18 4.66 -0.42
C 1.90 4.76 -2.32
H 4.47 2.21 -2.91
C -4.94 0.61 -0.03
H -3.59 -3.62 -1.18
H -5.49 1.13 -0.80
C 1.67 1.54 -5.02
H 5.28 -2.18 4.27
C -0.37 -3.31 3.05
N -2.83 -0.04 0.88
H 4.49 3.25 -1.48
C -1.92 4.95 1.73
C 3.06 3.70 2.09
C 4.53 -1.34 2.45
H 1.52 2.61 -4.83
H 2.29 -2.82 0.38
C 4.74 2.26 -1.86
H -2.99 1.10 -0.82
C 3.88 -3.50 3.30
C 4.63 0.36 -0.12
C -1.86 -1.66 -3.34
C 4.62 -2.33 3.42
C -4.83 -0.71 1.96
I 0.40 -5.33 -0.71
H -4.23 -3.02 -5.37
C 0.78 0.70 -4.17
C -3.22 3.95 3.49
C -3.33 -3.14 -2.11
H -2.32 -1.48 -5.43
C 3.03 -3.66 2.21
C 3.67 -1.50 1.36
H -2.64 -2.44 2.73
C -0.29 -1.90 3.57
C -2.24 -2.29 -2.15
H 0.72 -1.52 3.42
H 2.45 -4.57 2.10
B 1.70 1.66 -1.98
H -4.91 -4.08 -3.23
H -5.31 -1.23 2.79
C -0.14 -3.55 1.67
N 0.04 2.43 -0.17
C -0.74 -0.70 -3.41
H -0.32 -6.98 1.79
H 5.09 -0.42 2.57
H 5.82 2.13 -1.77
N -0.14 -0.17 -2.34
C 4.06 1.21 -1.05
C -4.06 -3.41 -3.26
H -1.64 5.83 1.17
Sn 0.06 -0.32 0.62
O 0.06 -2.59 0.83
C -0.40 3.60 0.29
H -3.08 -1.20 3.90
C 4.15 2.22 3.70
H -3.25 6.03 3.00
H 3.95 -4.27 4.05
C -0.35 -5.96 2.14
C 1.01 4.06 -1.34
C -3.44 -0.67 1.87
C -5.59 -0.06 1.00
```

Gap between HOMO and LUMO in eV: 7.31
Net charge: -1
HOMO level in eV: -5.33
DFT total energy in eV: -90525.946

Here are the Mulliken charges for atoms 1 to 99, given in e: 0.443 0.077 0.167 0.395 -0.009 -0.914 -0.680 -0.739 0.416 0.097 -0.190 -0.725 0.249 -0.151 0.582 -1.322 -0.405 0.139 0.419 -0.600 0.229 0.569 -0.516 0.411 -0.436 0.570 0.378 0.380 0.990 1.069 0.462 0.084 -0.324 0.029 -1.128 -0.699 -0.627 0.004 0.378 0.404 0.292 -0.645 -1.220 -1.308 0.215 -0.872 0.471 0.474 -1.464 0.412 0.171 1.114 0.090 -0.826 0.236 -0.795 0.160 0.623 -1.378 0.382 -0.692 -1.095 0.264 -0.819 -0.963 -0.021 0.380 0.799 -0.785 -0.752 0.284 -0.380 0.708 0.513 -0.841 0.425 0.066 0.418 -2.708 0.388 0.501 -0.334 1.238 0.090 0.449 0.422 0.424 0.584 0.956 -0.529 0.343 3.260 -0.300 -0.158 0.386 -0.074 0.380 0.421 -0.110



Below is a structure of composition C61H87AuFN2O2PS2Sb, with properties calculated with ωB97M-V/def2-TZVPD.

```
158
C61H87AuFN2O2PS2Sb, DFT ωB97M-V/def2-TZVPD
H 6.51 5.36 -1.44
C 4.43 0.49 -3.88
C 5.37 -1.91 -1.79
H 0.42 2.65 1.48
H -0.37 -3.90 3.27
S -3.07 0.04 0.37
C 4.58 0.77 2.44
H -1.98 5.46 1.14
H -3.24 5.98 -0.90
N 2.59 0.33 -0.83
H 2.24 -3.06 -2.61
C 1.60 2.51 -1.01
C 6.20 3.27 -1.12
H -2.68 -4.96 -3.42
C 3.65 -0.24 1.77
C -1.73 -3.39 -2.29
H 1.98 7.15 -2.00
C 0.91 0.62 6.15
H 4.24 0.60 -4.95
C -4.27 2.90 1.72
Sb -0.19 -3.07 -0.70
H -0.79 2.91 3.60
C 4.40 4.85 -1.41
C -6.70 2.28 1.88
C 3.53 3.78 -1.23
H 4.17 -1.89 3.09
H -3.52 -3.72 -1.10
C 5.38 -1.62 0.58
C 2.29 -0.79 -3.63
H -7.59 -1.62 2.34
H 0.30 -6.21 -2.14
H 0.56 0.48 2.07
H -1.96 3.14 -4.08
C 0.01 -3.59 2.29
C -3.09 -2.96 -1.75
C -0.90 3.83 0.28
H 5.51 0.48 -3.72
H -2.13 -0.77 6.77
H 1.84 0.13 -3.25
H 1.79 -1.63 -3.15
O -5.96 -0.37 0.72
C -2.53 5.16 -0.89
C -1.67 1.16 -3.38
H 5.81 -1.84 1.55
C 3.95 2.44 -1.02
C -1.30 -0.39 6.19
H 4.41 6.98 -1.83
H -6.41 1.39 2.43
H 2.82 -3.35 -0.12
H 4.79 1.62 1.78
H 1.93 -6.61 -1.60
H 4.01 1.35 -3.37
C -2.35 4.38 -2.02
C -6.27 -2.74 0.18
C -0.23 0.11 4.05
C 4.26 -0.80 0.50
H 6.81 -2.82 -0.48
C 5.78 4.56 -1.33
C 0.14 2.83 -3.98
C 5.30 2.19 -0.98
H 0.97 -4.07 2.14
H -3.46 3.14 1.03
C -1.34 -2.47 -3.44
C -0.99 -3.96 1.20
C 1.94 -4.11 -2.63
H 2.62 -2.08 2.26
H 0.16 2.47 -5.02
H -4.01 1.99 2.26
H 0.43 3.88 -3.97
H -6.42 -2.83 2.91
C 0.68 4.69 2.09
C 2.73 1.63 -0.92
C -5.57 2.71 0.96
P -4.91 0.33 -0.32
C -1.32 -0.39 4.81
H -0.92 -5.11 -3.35
H 3.43 -4.94 -0.56
H -0.34 -2.70 -3.83
H -7.60 2.06 1.31
H 0.09 5.60 2.22
C -5.77 -1.71 1.19
H 1.13 4.44 3.05
C 4.26 -1.09 -1.93
Au 0.26 -0.23 -0.63
H 0.64 -6.42 -0.42
O -5.45 1.84 -0.18
H 0.88 2.27 -3.42
H -1.91 -5.54 -1.94
H -1.36 -1.43 -3.12
C 3.70 -0.52 -0.77
H 2.11 -0.84 -4.70
H -7.33 -2.60 0.00
H -1.68 -5.81 0.25
H 2.76 -0.96 3.61
C 3.79 6.11 -1.68
H 2.24 -4.78 0.74
C 3.80 -0.81 -3.36
H -4.70 -1.86 1.37
C 5.94 -2.17 -0.56
H -3.04 -2.01 -1.20
H -6.14 -1.10 3.23
H -5.74 -2.62 -0.76
C 3.28 -1.36 2.74
H -1.93 2.42 2.34
C -1.26 2.64 -3.39
H 5.81 -2.35 -2.68
H -1.14 -0.23 2.13
H -2.33 -2.26 1.43
H -1.87 4.11 2.88
C 2.54 -4.39 -0.23
H 0.50 5.23 -1.65
H 7.26 3.07 -1.07
C -1.81 4.87 0.25
H 4.12 1.15 3.36
C 1.43 -4.56 -1.27
C -0.26 0.09 2.66
C -1.43 3.34 -2.05
H 2.73 0.28 1.49
N 0.35 2.09 -0.90
C 2.12 3.87 -1.27
H 5.53 0.30 2.71
H -3.79 -2.79 -2.58
H -4.37 3.71 2.44
H 4.21 -1.63 -3.96
H 5.69 1.19 -0.85
H -2.19 -0.76 4.28
C -1.14 -5.48 1.14
C 1.57 5.09 -1.57
H 1.48 4.90 1.38
C -1.27 3.22 2.67
H -5.84 3.67 0.49
H -6.91 3.08 2.60
C -0.67 3.07 -0.89
H -2.71 1.04 -3.08
H -2.93 4.60 -2.91
F -0.15 0.10 8.19
C 0.88 0.63 4.77
H -1.54 0.73 -4.37
H -1.06 0.60 -2.67
H -2.06 -2.59 -4.26
H 0.16 -2.51 2.33
H 2.82 -4.70 -2.91
H 1.75 1.02 6.70
S -5.26 -0.17 -2.19
H -6.09 -3.75 0.57
C -6.53 -1.82 2.51
C 2.43 6.20 -1.77
H 1.70 1.05 4.21
C -0.21 3.53 1.61
C -1.80 -4.84 -2.77
C -0.18 0.11 6.84
C 1.03 -6.03 -1.36
H -0.17 -5.97 1.18
H -1.71 -5.82 2.02
C -2.34 -3.34 1.53
H -3.14 -3.73 0.90
H 1.19 -4.25 -3.41
H -2.60 -3.58 2.57
```

2S+1: 3
Gap between HOMO and LUMO (alpha / beta) in eV: 5.72 / 6.15
Net charge: -1
HOMO level (alpha / beta) in eV: -3.79 / -4.58
DFT total energy in eV: -115655.899

Here are the Mulliken charges for atoms 1 to 99, given in e: 0.395 -1.566 -0.615 -1.100 0.606 -0.205 -1.702 0.307 0.367 0.663 -0.025 -0.814 -1.197 0.488 2.323 2.597 0.460 -0.615 0.534 -1.096 -0.069 0.487 1.184 -1.408 -1.251 0.458 0.230 -0.306 0.299 0.339 0.274 -1.243 0.665 -1.809 -2.669 1.059 0.365 0.453 -0.815 -0.624 -0.336 -1.266 -0.920 0.349 -0.274 -0.535 0.382 0.076 0.485 0.351 0.508 0.063 -1.132 -1.371 1.849 0.890 0.349 -1.108 -1.290 0.763 0.251 0.230 -1.880 2.419 -1.785 0.114 0.568 0.152 0.339 0.448 -1.918 -0.055 0.538 0.282 -0.977 0.372 0.489 0.178 0.378 0.347 2.578 0.474 0.927 3.836 0.258 -0.361 -0.028 0.176 0.337 -0.886 0.662 0.373 0.216 0.313 -1.078 0.330 0.139 -1.165 -1.697